# 1
Density functional theory data (the ωB97M-V functional and the def2-TZVPD basis) for the molecule C4H6N2O.

Properties
**LUMO**: 0.32 eV
**ΔE to the lowest compared entry with this formula, charge and spin**: 91.88 kcal per mole
**Calculated total energy**: -340.6485 Ha
**Total charge**: 0
**HOMO**: -0.27623 Eh
**Strongest force on any atom**: 0.9 eV/Å

Cartesian coordinates (Å):
1 C 1.474 1.035 0.104
2 C 0.858 -0.917 -0.817
3 C -0.044 -1.770 -0.281
4 N -1.206 -1.089 0.175
5 C -0.980 0.207 0.048
6 O -1.977 1.075 0.314
7 N 0.273 0.381 -0.489
8 H 1.206 1.794 0.833
9 H 2.081 1.411 -0.725
10 H 2.109 0.275 0.604
11 H 0.064 -2.828 -0.128
12 H -2.088 -1.521 0.408
13 H -1.770 1.947 -0.047

Results of the Löwdin charge analysis, in e, for atoms 1 through 8: number 1, C, carries -0.077; number 2, C, carries -0.120; number 3, C, carries -0.180; number 4, N, carries 0.125; number 5, C, carries -0.373; number 6, O, carries 0.124; number 7, N, carries -0.095; number 8, H, carries 0.075

---

# 2
Density functional theory data (the ωB97M-V functional and the def2-TZVPD basis) for a cluster of 2 separate species, C3H8O2 in total.

Properties
**LUMO**: 0.99 eV
**SMILES**: CC=O.CO
**ΔE to the lowest compared entry with this formula, charge and spin**: 32.25 kcal per mole
**Calculated total energy**: -269.5435 Ha
**Total charge**: 0
**HOMO**: -0.36221 Eh
**Strongest force on any atom**: 1.0 eV/Å

Cartesian coordinates (Å):
1 C 0.301 -2.331 -0.351
2 C 0.975 -1.304 -1.228
3 O 0.899 -0.124 -0.994
4 H -0.554 -2.747 -0.869
5 H -0.021 -1.755 0.517
6 H 0.963 -3.158 -0.115
7 H 1.681 -1.629 -2.017
8 C -1.032 2.199 1.009
9 O 0.396 2.105 0.955
10 H -1.512 1.241 0.779
11 H -1.328 2.488 2.014
12 H -1.374 2.953 0.295
13 H 0.605 2.064 0.003

Results of the Löwdin charge analysis, in e, for atoms 1 through 8: number 1, C, carries -0.044; number 2, C, carries -0.301; number 3, O, carries 0.031; number 4, H, carries 0.075; number 5, H, carries 0.083; number 6, H, carries 0.075; number 7, H, carries 0.116; number 8, C, carries -0.164

---

# 3
Density functional theory data (the ωB97M-V functional and the def2-TZVPD basis) for a structure of composition C27H25IN4O2Pt.

Properties
**LUMO (alpha / beta)**: -6.78 / -10.48 eV
**<S²>**: 6.03
**Spin multiplicity**: 5
**Calculated total energy**: -1829.6619 Ha
**Total charge**: +2
**HOMO (alpha / beta)**: -0.50851 / -0.50418 Eh
**Strongest force on any atom**: 4.9 eV/Å

Cartesian coordinates (Å):
1 C -2.667 1.785 0.589
2 C -1.989 2.141 1.796
3 H -3.219 2.674 0.417
4 H -3.166 0.835 0.441
5 H -1.906 1.956 -0.312
6 H -0.860 2.336 1.541
7 H -2.300 2.980 2.404
8 H -1.766 1.194 2.251
9 C 0.056 2.151 -3.357
10 C 0.424 2.519 -4.638
11 C 1.747 2.974 -4.835
12 C 2.671 3.076 -3.804
13 H -0.941 1.873 -3.022
14 H -0.342 2.446 -5.401
15 H 2.034 3.305 -5.828
16 H 3.709 3.433 -3.890
17 N 0.989 2.163 -2.401
18 C 2.246 2.696 -2.527
19 C 2.961 2.809 -1.277
20 N 2.290 2.321 -0.190
21 C 2.776 2.271 1.058
22 C 4.753 3.334 0.202
23 C 4.032 2.809 1.298
24 H 2.145 1.785 1.809
25 H 4.402 2.779 2.314
26 C 4.257 3.326 -1.100
27 H 4.785 3.637 -2.003
28 H 5.736 3.758 0.386
29 Pt 0.347 2.073 -0.556
30 I -0.322 4.522 -0.541
31 O -0.219 -0.465 -2.606
32 C -0.143 -0.790 -1.408
33 N -0.229 -2.097 -0.925
34 C -0.373 -2.063 0.520
35 C 0.322 -0.744 0.812
36 O 1.017 -0.430 1.784
37 N 0.117 0.037 -0.314
38 C -1.827 -1.787 0.882
39 C -2.097 -1.145 2.092
40 C -3.415 -0.817 2.406
41 C -4.436 -1.100 1.498
42 C -4.177 -1.747 0.275
43 C -2.842 -2.113 -0.034
44 C 0.111 -3.348 1.147
45 C -0.182 -3.631 2.492
46 C -0.014 -4.932 2.983
47 C 0.484 -5.946 2.154
48 C 0.869 -5.636 0.848
49 C 0.721 -4.335 0.355
50 H -0.656 -2.777 -1.509
51 H -1.327 -0.867 2.792
52 H -3.635 -0.350 3.336
53 H -5.459 -0.838 1.730
54 H -4.989 -1.972 -0.428
55 H -2.648 -2.614 -1.009
56 H -0.568 -2.856 3.142
57 H -0.274 -5.146 4.034
58 H 0.614 -6.955 2.558
59 H 1.313 -6.420 0.217
60 H 1.059 -4.080 -0.647

Results of the Löwdin charge analysis, in e, for atoms 1 through 8: number 1, C, carries -0.190; number 2, C, carries -0.192; number 3, H, carries 0.068; number 4, H, carries 0.063; number 5, H, carries 0.004; number 6, H, carries 0.025; number 7, H, carries 0.098; number 8, H, carries 0.038